1.
DFT (ωB97M-V with the def2-TZVPD basis set) results for 12 unconnected molecules or ions with the total composition C68H124N4O28 in a non-equilibrium geometry.

XYZ file:
```
224
Properties=species:S:1:pos:R:3:forces:R:3:mulliken_charge:R:1
C 6.466485 4.410978 -1.586342 -0.379 -0.167 1.862 -1.85
C 6.314725 4.070658 -3.013022 -2.662 1.450 -0.104 1.46
C 4.993845 4.806948 -3.520092 1.003 -0.381 -0.889 -1.96
C 7.492075 4.588678 -3.783342 0.576 0.242 -0.591 -1.08
C 8.790575 3.795358 -3.616772 -1.116 0.491 0.130 -0.81
C 8.576835 2.392648 -4.106222 -0.107 0.471 0.040 -1.14
C 7.259785 1.765768 -3.497582 0.748 -1.591 0.070 1.51
C 6.887565 0.674848 -4.509902 -0.928 0.148 -1.647 -1.93
C 7.617245 1.070418 -2.196092 0.074 -0.490 -0.318 -1.80
N 6.140795 2.671148 -3.193272 2.084 0.115 -3.138 0.58
O 5.017655 2.082308 -2.705812 -0.589 -0.561 1.333 -0.42
H 5.651905 3.957688 -1.021462 0.132 -0.548 0.124 0.32
H 7.422685 3.981058 -1.288122 -0.060 0.432 0.744 0.36
H 6.313355 5.457798 -1.324012 0.735 0.256 -0.338 0.45
H 5.066915 5.890168 -3.423192 -0.058 -0.017 0.483 0.40
H 4.909335 4.661328 -4.597002 0.062 -0.223 -0.233 0.40
H 4.061555 4.414168 -3.114312 0.227 0.155 0.483 0.41
H 7.137135 4.616818 -4.813552 0.569 0.156 -0.370 0.39
H 7.744135 5.590338 -3.435142 -0.540 0.281 -0.170 0.43
H 9.601445 4.348428 -4.090792 0.104 -0.272 -0.112 0.39
H 8.992945 3.770648 -2.546002 0.322 -0.005 0.094 0.32
H 9.497355 1.856018 -3.876512 -0.401 -0.766 0.584 0.40
H 8.599655 2.333308 -5.194362 -0.634 0.352 -0.189 0.46
H 6.590755 1.138588 -5.450622 -0.419 0.558 -0.032 0.49
H 6.057635 0.000308 -4.299412 0.035 0.091 0.663 0.34
H 7.685495 0.065398 -4.934132 0.593 -0.114 0.939 0.39
H 7.983025 1.811238 -1.485122 0.161 -0.370 0.229 0.34
H 8.331135 0.288468 -2.454952 0.372 0.074 0.511 0.45
H 6.725315 0.558768 -1.834452 0.014 0.201 0.323 0.38
H 4.334295 2.110868 -3.379462 0.036 0.013 -0.499 0.31
C 9.532115 -3.807092 5.121908 -1.186 -0.303 -0.030 -1.77
C 9.445085 -2.460392 4.399558 0.797 0.173 -0.969 1.59
C 10.881465 -1.893612 4.409388 0.005 0.393 1.206 -2.01
C 9.061065 -2.622122 2.900028 -0.930 -0.479 0.134 -1.14
C 7.546435 -2.835412 2.654188 0.477 -0.584 0.502 -0.73
C 6.732005 -1.739032 3.314858 1.400 -1.177 -0.296 -1.08
C 7.068225 -1.520982 4.828378 -0.116 0.923 -1.516 1.35
C 6.455335 -0.126172 5.050788 0.398 -0.220 1.029 -1.94
C 6.403475 -2.563662 5.697448 0.425 -0.452 0.093 -1.67
N 8.540095 -1.443802 4.974318 -1.106 -0.232 -1.958 0.38
O 8.887245 -0.892062 6.210698 0.534 -0.323 0.145 -0.47
H 10.183425 -4.556322 4.671858 0.747 0.570 0.009 0.48
H 9.759795 -3.617712 6.170908 0.043 -0.354 0.024 0.37
H 8.593325 -4.350872 5.016708 -0.423 0.252 0.494 0.33
H 11.034835 -1.475352 5.404198 0.245 -0.223 0.266 0.50
H 11.621795 -2.687672 4.312038 -0.065 0.081 -0.321 0.39
H 11.115145 -1.045382 3.765958 -0.368 -0.249 -0.529 0.37
H 9.458345 -1.751282 2.378578 -0.246 0.025 -0.179 0.41
H 9.534925 -3.520822 2.505208 0.485 0.123 0.039 0.34
H 7.258665 -2.873252 1.603548 0.452 0.201 -0.266 0.43
H 7.284855 -3.838972 2.989688 -0.075 -0.139 0.423 0.36
H 5.687865 -1.966862 3.100458 -0.208 0.476 0.455 0.43
H 7.102195 -0.918482 2.700208 -0.629 0.839 0.493 0.38
H 6.905315 0.600518 4.374388 0.017 0.006 0.107 0.41
H 6.619005 0.163798 6.088678 -0.030 0.294 -0.015 0.45
H 5.378015 -0.156062 4.887758 0.008 -0.070 -0.127 0.42
H 6.847085 -2.657462 6.688668 -0.096 0.595 0.183 0.33
H 6.619885 -3.546742 5.279358 -0.625 -0.127 -0.230 0.32
H 5.342465 -2.324012 5.767698 -0.043 -0.480 0.072 0.42
H 9.409615 -0.165702 5.862648 0.106 0.464 0.750 0.36
C -5.569485 -6.492872 5.923398 -0.454 0.518 -0.747 -1.82
C -4.012945 -6.494202 6.027608 -0.966 0.219 0.538 1.87
C -3.384375 -5.545732 4.988138 0.153 -0.365 -0.414 -2.03
C -3.485635 -6.046562 7.461948 0.489 0.097 -1.193 -1.40
C -3.865395 -6.946982 8.609848 -0.850 0.251 -0.716 -0.74
C -3.496685 -8.374562 8.229758 0.676 0.436 1.119 -0.96
C -3.715155 -8.926512 6.805908 -2.229 -0.369 -0.588 1.43
C -2.834895 -10.152382 6.580088 1.237 0.281 -0.746 -1.94
C -5.185325 -9.561532 6.787458 0.529 -0.213 -0.160 -1.70
N -3.504855 -7.871562 5.758278 1.320 1.097 4.848 0.29
O -3.516795 -8.263072 4.478948 -0.419 -0.853 -1.915 -0.50
H -6.165395 -6.532782 6.835208 0.479 -0.329 0.330 0.29
H -5.986595 -5.621622 5.418378 0.413 0.496 0.008 0.38
H -5.915015 -7.285482 5.259718 0.200 -0.299 0.153 0.45
H -3.434415 -5.945232 3.975228 -0.190 -0.269 0.053 0.46
H -3.841935 -4.562352 4.879998 -0.112 -0.013 0.631 0.37
H -2.320475 -5.435982 5.198348 0.076 0.161 0.116 0.41
H -2.407045 -6.042792 7.304678 0.404 -0.722 0.247 0.46
H -3.557515 -4.988132 7.712258 -1.126 0.215 -0.384 0.46
H -3.360765 -6.613582 9.516658 0.382 -0.277 -0.009 0.42
H -4.910325 -6.898732 8.916258 -0.359 0.297 -0.525 0.33
H -4.028865 -8.989962 8.955128 0.219 -0.528 -0.225 0.28
H -2.452655 -8.342272 8.541298 0.415 -0.892 -0.559 0.41
H -1.774395 -9.904512 6.625008 0.176 0.225 0.499 0.44
H -2.892845 -10.543462 5.564318 -0.649 0.020 -0.065 0.42
H -3.023005 -10.982052 7.261518 -0.177 0.268 0.142 0.38
H -5.362635 -10.200902 5.922668 0.174 0.462 -0.572 0.37
H -6.024815 -8.872112 6.877208 0.244 0.015 0.189 0.34
H -5.221015 -10.323852 7.565728 -0.102 0.327 0.502 0.47
H -2.602325 -8.110842 4.229618 0.047 -0.252 -0.561 0.36
C -6.219995 4.107648 1.073508 0.001 1.063 -0.746 -1.88
C -5.903145 4.776488 2.390788 0.885 -2.876 0.600 1.85
C -5.214535 6.085758 2.189778 0.148 0.870 0.261 -1.98
C -7.197345 5.060248 3.102058 -1.318 -0.443 1.831 -1.35
C -7.970125 3.846918 3.756638 1.315 -0.214 0.067 -0.73
C -6.988275 2.959008 4.620018 -0.245 1.420 -0.364 -1.27
C -5.681275 2.590208 3.890458 0.303 -0.958 -0.911 1.65
C -4.652615 2.022828 4.868388 -0.463 0.383 0.873 -1.98
C -6.004955 1.403238 2.912078 1.246 1.128 -0.739 -1.63
N -5.049515 3.824938 3.259128 -2.441 1.443 1.116 0.25
O -3.731535 3.730168 2.786378 -0.279 -0.870 -0.477 -0.40
H -5.299045 3.793798 0.582128 -0.189 -0.656 0.083 0.35
H -7.035825 3.390008 1.160148 0.502 -0.317 -0.146 0.28
H -6.588325 4.916558 0.442558 -0.297 -0.036 -0.345 0.48
H -5.887035 6.671448 1.563038 0.139 0.253 -0.062 0.41
H -5.160455 6.590028 3.154598 0.204 0.137 0.020 0.47
H -4.223215 6.104748 1.736988 -0.105 -0.421 -0.084 0.40
H -6.997435 5.749688 3.922298 0.134 0.092 0.137 0.44
H -7.858005 5.611528 2.432948 -0.077 -0.097 -0.181 0.42
H -8.760245 4.158798 4.439658 0.084 0.524 -0.064 0.43
H -8.515345 3.279138 3.002678 0.328 -0.317 -0.168 0.35
H -7.518465 2.108138 5.047808 0.133 -0.552 -0.666 0.41
H -6.758855 3.487588 5.545248 0.291 0.629 -0.091 0.45
H -4.332065 2.829518 5.527638 0.440 0.102 -0.133 0.50
H -3.809495 1.494068 4.423798 -0.052 0.304 -0.191 0.28
H -5.142905 1.331618 5.553908 -0.172 -0.278 -0.163 0.46
H -6.854665 1.558008 2.247148 -0.261 -0.139 0.436 0.27
H -5.988525 0.427108 3.396848 -0.394 0.169 0.149 0.40
H -5.145295 1.419908 2.242148 0.143 -0.364 -0.258 0.38
H -3.250495 4.363838 3.323658 0.039 0.010 0.188 0.31
C -2.303215 -4.942652 -4.936892 0.214 1.871 -1.032 -1.25
C -2.673155 -3.530382 -5.558942 0.535 -1.639 1.827 0.31
C -2.689315 -3.318172 -7.041112 0.410 -0.974 -0.442 -0.32
O -3.819875 -2.526792 -7.187212 -1.431 1.867 -1.604 -0.37
C -4.714915 -2.773102 -6.192762 -0.442 0.252 -2.065 0.69
O -5.893405 -2.594742 -6.244032 0.303 0.442 0.053 -0.57
O -4.051965 -3.330632 -5.249422 0.319 -1.199 3.251 -0.30
H -2.331985 -4.883372 -3.848892 -0.298 0.020 -0.104 0.31
H -1.260505 -5.115872 -5.203102 -0.042 -0.444 -0.143 0.37
H -2.986505 -5.697492 -5.326052 0.230 -0.052 0.067 0.33
H -2.085515 -2.768532 -5.046722 -0.073 0.167 0.006 0.26
H -2.906415 -4.235402 -7.588532 0.365 -0.376 -0.003 0.26
H -1.811935 -2.841182 -7.477902 -0.109 0.098 0.228 0.29
C -0.079435 1.608808 -0.762402 0.323 1.315 1.027 -1.50
C 0.189765 0.289108 -0.031402 0.468 0.549 -5.226 0.52
C -0.235175 0.212168 1.319068 -1.076 2.299 2.995 -0.24
O -1.085645 -0.872172 1.418308 -0.470 -1.590 1.914 -0.32
C -1.468935 -1.284382 0.242408 -1.890 -2.920 -2.483 0.66
O -2.361735 -2.135182 0.042538 3.172 3.095 0.376 -0.62
O -0.665655 -0.682372 -0.715232 -0.587 -0.954 0.901 -0.33
H 0.110335 1.754268 -1.825852 0.060 -1.061 -0.039 0.36
H 0.570285 2.363188 -0.318692 0.217 0.154 0.281 0.39
H -1.078535 1.996428 -0.563252 -0.239 -0.372 -0.003 0.35
H 1.252275 0.069928 -0.136962 -0.069 -0.645 -0.368 0.25
H -0.910515 1.043428 1.521628 0.381 0.581 0.409 0.14
H 0.591635 0.230248 2.029118 -0.302 -0.478 0.200 0.35
C 3.979065 2.409468 -10.770372 -1.216 0.939 0.575 -1.38
C 2.750465 2.617038 -9.783452 2.638 0.389 -2.319 0.37
C 1.568455 1.767878 -10.105882 -1.641 1.470 -0.595 -0.42
O 1.225765 1.211078 -8.840922 1.013 -0.812 0.122 -0.32
C 2.306455 1.406818 -8.030622 -1.597 -2.897 5.335 0.66
O 2.372095 1.006078 -6.853482 -0.477 1.009 -3.495 -0.61
O 3.246655 2.050738 -8.614192 1.413 0.834 0.691 -0.29
H 3.696415 2.704168 -11.781002 0.168 -0.217 -0.085 0.40
H 4.305165 1.372508 -10.689912 -0.379 -0.082 -0.275 0.36
H 4.844455 2.992808 -10.455862 -0.222 0.259 0.046 0.35
H 2.462765 3.648948 -9.582202 0.293 0.148 -0.187 0.30
H 1.768345 1.180518 -11.002072 -0.124 -1.181 0.673 0.28
H 0.689025 2.371968 -10.328992 0.140 0.153 -0.437 0.29
C -7.680365 4.264668 -6.774292 -0.598 -0.353 -0.052 -1.42
C -7.169405 4.023798 -5.392102 -1.452 -1.094 0.979 0.49
C -7.717635 2.768658 -4.644172 -1.697 0.858 -0.410 -0.46
O -6.620365 2.289448 -3.915812 -1.550 -0.863 1.865 -0.31
C -5.542025 2.794008 -4.421332 3.745 -1.702 0.969 0.75
O -4.410695 2.456438 -4.120292 -1.516 0.759 -0.356 -0.64
O -5.850625 3.630748 -5.352602 2.864 2.470 -2.803 -0.36
H -8.769255 4.215508 -6.771582 -0.156 0.094 0.214 0.38
H -7.381915 3.445128 -7.428032 0.377 0.418 -0.309 0.35
H -7.432685 5.284338 -7.069302 0.322 -0.359 -0.544 0.35
H -7.260275 4.970578 -4.859702 -0.196 -0.167 0.612 0.25
H -8.007005 1.955168 -5.309452 -0.236 0.240 -0.330 0.32
H -8.553485 3.036578 -3.997902 0.135 -0.286 0.177 0.30
C -7.758525 -2.987642 -1.178712 -0.275 -0.968 -0.077 -1.42
C -7.905105 -4.561382 -1.218562 -0.770 2.372 -0.633 0.41
C -7.145875 -5.269692 -0.186772 -0.037 0.629 0.598 -0.45
O -8.042365 -6.314162 0.200248 1.981 -1.406 0.879 -0.31
C -9.253885 -6.101102 -0.235772 -4.082 -1.310 -0.573 0.68
O -10.251905 -6.823652 -0.062312 3.314 2.228 -0.251 -0.60
O -9.280205 -4.957422 -0.955852 0.273 0.350 -0.479 -0.34
H -8.256035 -2.561052 -0.307732 -0.836 -0.297 -0.218 0.38
H -8.117265 -2.598802 -2.131712 -0.186 0.267 0.311 0.31
H -6.775615 -2.555522 -0.990962 0.609 -0.826 -0.519 0.40
H -7.565795 -4.974322 -2.168542 -0.646 0.292 -0.435 0.28
H -6.992965 -4.596852 0.657028 0.422 -0.427 0.270 0.32
H -6.241225 -5.541322 -0.730772 0.268 -0.881 1.114 0.33
C 3.514295 7.939488 3.424388 -0.295 1.338 -0.198 -1.42
C 2.400575 8.225968 2.372728 2.966 -1.865 -0.595 0.47
C 1.417245 7.118278 2.338058 -1.652 -1.282 1.562 -0.38
O 0.254155 7.760678 2.876338 -1.369 -0.907 -0.315 -0.32
C 0.415505 9.064118 2.925648 -3.504 3.430 2.229 0.70
O -0.459565 9.894118 3.289758 3.330 -3.161 -1.622 -0.61
O 1.678925 9.362508 2.657478 0.163 1.858 -0.154 -0.34
H 4.207075 8.780688 3.400948 0.213 -0.073 -0.094 0.37
H 4.077985 7.019528 3.269408 -0.265 -0.003 -0.281 0.38
H 3.118605 7.957268 4.439878 -0.313 -0.258 -0.026 0.36
H 2.852895 8.268748 1.381928 0.205 0.641 0.007 0.27
H 1.660845 6.368468 3.090748 0.174 -0.244 -0.196 0.22
H 1.126115 6.585508 1.432798 0.339 0.523 -0.332 0.32
C -0.374595 5.632348 -6.167802 -1.417 1.427 0.266 -1.25
C -0.971485 7.111358 -5.939202 0.000 -2.262 0.668 0.40
C -1.817565 7.184128 -4.650372 -0.406 -1.733 -0.363 -0.44
O -1.165735 8.118238 -3.861282 -1.667 0.548 1.588 -0.33
C -0.057495 8.508458 -4.402752 1.029 -0.782 -1.893 0.65
O 0.752875 9.190398 -3.923102 1.627 1.839 1.376 -0.51
O 0.121315 7.954768 -5.633282 -0.395 0.203 -0.499 -0.37
H -1.148645 4.912358 -6.433442 -0.186 0.258 -0.643 0.38
H -0.088585 5.218218 -5.200952 0.672 0.463 0.057 0.33
H 0.435565 5.661228 -6.896442 -0.085 -0.131 0.178 0.30
H -1.642345 7.516188 -6.696932 0.804 -0.113 -0.750 0.31
H -1.792965 6.239648 -4.106802 -0.112 -0.159 -0.039 0.22
H -2.866155 7.422908 -4.827962 0.132 0.383 0.069 0.31
C 2.290735 -5.200632 0.430718 -1.103 0.973 0.890 -1.40
C 1.915235 -5.171112 -1.035442 0.852 -0.812 1.037 0.61
C 2.863675 -4.360232 -1.872562 -0.062 0.936 -1.875 -0.45
O 3.429845 -5.295612 -2.798362 0.610 -0.818 -0.294 -0.35
C 2.989145 -6.543032 -2.526422 1.765 -3.607 -1.502 0.69
O 3.338295 -7.630602 -3.038852 -0.871 4.190 1.074 -0.61
O 2.146865 -6.513042 -1.524292 -1.485 0.163 0.772 -0.36
H 1.706495 -5.933752 0.986848 0.423 -0.553 -0.278 0.35
H 1.921865 -4.300842 0.923078 0.053 0.531 -0.216 0.35
H 3.355895 -5.213362 0.661718 -0.030 -0.513 -0.363 0.37
H 0.876735 -4.885672 -1.203202 0.013 -0.231 0.080 0.28
H 3.651275 -3.784372 -1.386582 0.056 -0.464 0.377 0.28
H 2.352435 -3.659072 -2.532192 -0.250 0.235 0.298 0.24
```
Positions in Å, forces in eV/Å.

As for the charge: 0. As for the SMILES: CC1(C)CCCC(C)(C)N1O.CC1(C)CCCC(C)(C)N1O.CC1(C)CCCC(C)(C)N1O.CC1(C)CCCC(C)(C)N1O.C[C@H]1COC(=O)O1.C[C@H]1COC(=O)O1.C[C@H]1COC(=O)O1.C[C@H]1COC(=O)O1.C[C@H]1COC(=O)O1.C[C@H]1COC(=O)O1.C[C@H]1COC(=O)O1.C[C@H]1COC(=O)O1. The calculation puts the frontier orbital gap at 7.47 eV.


2.
DFT (ωB97M-V with the def2-TZVPD basis set) results for 2 unconnected molecules or ions with the total composition CBrNO3 in a non-equilibrium geometry.

XYZ file:
```
6
Properties=species:S:1:pos:R:3:forces:R:3:nbo_charge:R:1
C 0.809035 0.697057 -0.111779 -2.453 0.106 1.130 0.45
N -0.859836 -0.680295 0.001713 0.375 1.937 -0.348 0.45
O -1.657286 0.222190 0.078635 -0.436 -1.487 0.080 -0.35
O -1.044130 -1.871790 -0.022715 0.641 0.906 0.050 -0.34
O 0.241111 1.710398 0.037548 2.252 -1.917 -0.688 -0.40
Br 2.511108 -0.077562 0.016598 -0.379 0.455 -0.223 0.19
```
Positions in Å, forces in eV/Å.

As for the charge: 0. The calculation puts the frontier orbital gap (alpha / beta) at 7.86 / 7.85 eV.


Values for energy relative to the best compared isomer or geometry (same formula, charge and spin), kcal per mole, ordered as above
22.7; 78.3